[1]
Formula: H18O9
Source: OMol25
Level of theory: wB97M-V/def2-TZVPD

Properties
molar mass = 162.135 g/mol
SMILES = O.O.O.O.O.O.O.O.O
relative energy (zero: lowest compared OMol25 entry of this formula, charge and spin) = 381.56 kJ/mol
highest occupied orbital energy = -10.903 eV

Cartesian coordinates (Å):
H -0.361 0.244 0.265
H -0.219 -1.160 1.059
H 2.048 0.974 1.633
H 0.748 0.542 2.354
H 3.376 -0.314 -3.062
H 3.493 -1.427 -2.031
H -0.672 -2.241 -1.791
H -0.197 -3.478 -2.243
H -0.568 -0.482 4.670
H 0.972 -0.441 5.267
H -3.542 2.356 -1.750
H -4.152 2.465 -3.214
H -0.884 -3.327 3.180
H -0.450 -1.979 3.221
H -0.392 2.780 -2.023
H 0.336 3.942 -2.645
H 0.605 1.447 -1.493
H 0.806 -0.010 -1.121
O -0.267 -0.761 0.208
O 1.429 1.152 2.407
O 2.910 -0.700 -2.248
O -1.013 -2.930 -2.343
O 0.260 -1.018 4.943
O -4.130 2.906 -2.378
O -0.360 -2.688 2.653
O -0.023 3.572 -1.801
O 0.248 0.575 -1.716

***

[2]
Formula: H18O9Xe
Source: OMol25
Level of theory: wB97M-V/def2-TZVPD

Properties
molar mass = 293.425 g/mol
relative energy (zero: lowest compared OMol25 entry of this formula, charge and spin) = 44.86 kJ/mol
highest occupied orbital energy = -10.373 eV

Cartesian coordinates (Å):
Xe 3.024 5.486 -17.174
O 4.717 4.185 -20.463
H 3.917 3.738 -20.739
H 4.458 5.100 -20.359
O 6.095 3.520 -18.182
H 5.625 3.754 -18.983
H 6.391 4.357 -17.824
O 4.062 1.891 -16.734
H 4.578 2.607 -17.105
H 3.409 2.324 -16.185
O 1.655 5.568 -13.667
H 2.587 5.716 -13.509
H 1.347 6.382 -14.065
O 3.953 7.089 -20.222
H 4.241 7.579 -20.992
H 4.217 7.632 -19.479
O 1.475 7.639 -20.853
H 1.158 7.164 -20.084
H 2.409 7.766 -20.688
O 1.835 2.758 -14.631
H 1.342 2.638 -15.443
H 1.897 3.707 -14.525
O 4.327 5.544 -13.330
H 4.924 5.059 -13.900
H 4.785 5.598 -12.491
O 4.934 8.785 -18.268
H 4.462 9.478 -17.806
H 5.561 9.250 -18.821

***

[3]
Formula: H19O10
Source: OMol25
Level of theory: wB97M-V/def2-TZVPD

Properties
molar mass = 179.142 g/mol
total charge = -1
relative energy (zero: lowest compared OMol25 entry of this formula, charge and spin) = 388.24 kJ/mol
highest occupied orbital energy = -5.805 eV

Cartesian coordinates (Å):
O -1.785 -1.549 2.391
H -2.324 -1.089 3.011
H -0.906 0.739 0.801
O 1.463 1.557 -2.401
H 1.355 0.592 -2.551
H 2.219 -0.615 2.652
O -4.077 1.125 -0.193
H 1.728 1.875 -3.138
H -3.189 1.247 -0.459
O 2.074 -0.468 0.850
H -0.690 1.555 -1.537
H -1.072 -0.820 1.950
O -1.202 0.766 -1.549
H 1.603 2.510 -0.092
H 1.030 -0.362 0.960
O 0.780 -2.273 -2.985
H 1.126 -2.987 -2.395
H -0.183 -2.159 -3.000
O 0.255 -2.462 0.337
H -0.372 -2.104 0.926
H 1.136 -1.790 0.436
O 0.983 3.206 -0.250
H 0.759 3.523 0.625
H -0.989 0.142 -1.049
O -0.513 -0.098 0.772
H -4.175 0.501 -0.864
O 1.836 -0.288 3.437
H 2.258 0.213 0.295
H 0.873 -0.487 3.022

***

[4]
Formula: H19O12P
Source: OMol25
Level of theory: wB97M-V/def2-TZVPD

Properties
molar mass = 242.114 g/mol
relative energy (zero: lowest compared OMol25 entry of this formula, charge and spin) = 142.77 kJ/mol
highest occupied orbital energy = -6.768 eV

Cartesian coordinates (Å):
O -6.325 -15.817 -18.002
H -6.092 -16.318 -17.098
H -6.788 -16.435 -18.583
H -5.462 -15.535 -18.382
O -7.506 -18.718 -16.446
H -7.196 -19.607 -16.168
H -6.746 -18.035 -16.182
H -7.769 -18.669 -17.371
O -5.049 -15.794 -13.558
H -4.718 -14.883 -13.463
H -5.764 -15.879 -14.229
H -4.284 -16.370 -13.915
P -4.307 -17.656 -16.089
O -5.761 -17.000 -15.861
O -3.728 -17.156 -17.411
O -4.454 -19.173 -16.138
O -3.417 -17.370 -14.832
O -7.795 -15.340 -14.026
H -8.167 -14.485 -14.268
H -7.860 -15.870 -14.826
O -2.846 -16.943 -11.405
H -2.685 -16.024 -11.639
H -2.373 -17.070 -10.577
O -1.220 -15.995 -15.192
H -2.016 -16.605 -15.090
H -1.594 -15.113 -15.183
O -4.915 -13.575 -15.170
H -5.141 -12.680 -15.445
H -4.696 -14.039 -15.990
O -2.914 -14.004 -13.009
H -2.138 -13.958 -12.440
H -2.670 -13.500 -13.792

***

[5]
Formula: H19O9
Source: OMol25
Level of theory: wB97M-V/def2-TZVPD

Properties
molar mass = 163.143 g/mol
total charge = +1
relative energy (zero: lowest compared OMol25 entry of this formula, charge and spin) = 161.28 kJ/mol
highest occupied orbital energy = -14.767 eV

Cartesian coordinates (Å):
O -0.495 -3.627 -0.919
H -0.495 -4.470 -0.481
H -4.123 1.037 0.463
O 2.124 -2.958 -1.497
H 2.864 -3.171 -2.114
O 1.018 1.667 -0.647
H -1.770 1.270 0.761
H 1.816 1.625 -0.106
O -0.806 1.310 0.924
H 0.190 -3.646 -1.611
H 2.026 -3.880 -1.159
O -1.686 -1.173 -1.419
H 0.558 2.244 4.347
H -1.699 -2.112 -1.662
O 0.423 1.744 3.528
H 0.116 2.462 2.975
H -1.613 -1.076 -0.479
O 2.112 2.787 1.639
H 0.168 1.702 0.027
H 3.008 2.591 1.313
O 0.799 -0.372 -2.041
H -0.488 0.960 1.779
H 2.186 2.437 2.520
O -3.710 1.684 -0.137
H 0.807 -1.156 -1.475
H -0.140 -0.396 -2.323
H 0.931 0.756 -1.204
H -4.122 1.761 -1.000

***

[6]
Formula: H2
Source: OMol25
Level of theory: wB97M-V/def2-TZVPD

Properties
molar mass = 2.016 g/mol
total charge = -1
relative energy (zero: lowest compared OMol25 entry of this formula, charge and spin) = 76.57 kJ/mol
spin multiplicity = 2
highest occupied orbital energy (spin up / spin down) = -0.283 / -1.470 eV

Cartesian coordinates (Å):
H 0.000 0.000 0.922
H 0.000 0.000 -0.922

***

The highest relative energy (zero: lowest compared OMol25 entry of this formula, charge and spin) belongs to which entry?
H19O10

***

relative energy (zero: lowest compared OMol25 entry of this formula, charge and spin) of number 2 (H18O9Xe)?
44.86 kJ/mol

***

Which formula does entry 2 have?
H18O9Xe